No. 1
54
Properties=species:S:1:pos:R:3:mulliken_charge:R:1 method="wB97M-V/def2-TZVPD" multiplicity=1 fmax_ev_per_a=1.5 total_charge=+1 de_lowest_kcal_mol=0.00
Ba 0.2256 0.2849 0.1429 1.160
Cl -1.5636 -2.7565 -0.8004 1.668
O -0.1004 -2.6902 -0.8234 -0.589
O -2.0072 -3.8081 0.0495 -0.641
O -2.0337 -1.4805 -0.2360 -0.606
O -2.0432 -2.9018 -2.1296 -0.647
C 0.0352 -2.6322 2.6965 -1.041
O -0.1527 -1.2424 2.4177 0.277
C -0.7917 -0.5151 3.4569 -0.886
C -2.0261 0.1715 2.8884 -0.611
N -1.5420 1.3313 2.0925 -0.195
C -2.6162 1.9625 1.2984 -0.750
C -2.0357 3.0660 0.4371 -0.778
O -1.0708 2.5630 -0.4773 0.175
C -0.5059 3.6155 -1.2581 -0.875
H 0.5995 -2.7580 3.6250 0.379
H 0.5826 -3.0531 1.8589 0.209
H -0.9258 -3.1400 2.7949 0.356
H -0.1302 0.2523 3.8834 0.271
H -1.0526 -1.1926 4.2729 0.509
H -2.6492 0.4883 3.7304 0.454
H -2.5323 -0.5568 2.2546 0.299
H -1.2502 1.9993 2.8021 0.162
H -3.3431 2.4707 1.9427 0.425
H -3.1224 1.1944 0.7122 0.368
H -1.5670 3.8098 1.0942 0.435
H -2.8708 3.5343 -0.0947 0.410
H -1.2831 4.1388 -1.8162 0.315
H 0.2220 3.1733 -1.9338 0.131
H 0.0028 4.3400 -0.6128 0.377
C 3.1731 -0.6108 2.1555 -0.833
O 2.6681 -0.6420 0.8294 0.029
C 3.6504 -1.0446 -0.1130 -0.706
C 3.0095 -1.3940 -1.4291 -0.764
N 2.1321 -0.2844 -1.9012 -0.082
C 1.3875 -0.6387 -3.1254 -0.860
C 0.2804 0.3580 -3.4260 -0.632
O -0.7128 0.2275 -2.4312 0.243
C -2.0126 0.5939 -2.8749 -1.027
H 3.5527 -1.5928 2.4466 0.359
H 2.3544 -0.3441 2.8241 0.088
H 3.9705 0.1327 2.2529 0.342
H 4.1942 -1.9162 0.2643 0.386
H 4.3867 -0.2376 -0.2419 0.419
H 2.4178 -2.3075 -1.3536 0.366
H 3.8148 -1.5806 -2.1471 0.411
H 2.8194 0.4092 -2.1953 0.160
H 0.9462 -1.6282 -2.9947 0.333
H 2.0094 -0.6740 -4.0303 0.453
H -0.1141 0.0672 -4.4033 0.436
H 0.6723 1.3833 -3.4506 0.223
H -2.6676 0.6082 -2.0072 0.150
H -2.3842 -0.1436 -3.5878 0.347
H -1.9999 1.5906 -3.3290 0.401

***

No. 2
54
Properties=species:S:1:pos:R:3:mulliken_charge:R:1 method="wB97M-V/def2-TZVPD" multiplicity=1 fmax_ev_per_a=3.4 total_charge=-1 e_tot_ha=-4522.68957
Br 2.6847 -0.2908 2.2738 -0.964
O -1.3995 -6.2066 4.2203 -0.588
S -0.5127 -5.4989 3.3134 1.117
O 0.6616 -6.1436 2.7121 -0.592
O -1.5098 -4.6845 2.2207 -0.296
C -0.8249 -4.2753 1.0259 -0.201
C -1.8499 -4.0553 -0.0985 -1.215
C 0.1011 -4.0106 4.2995 -0.913
H -0.1953 -5.0768 0.6396 0.292
H -0.1554 -3.4205 1.1211 0.380
H -2.5157 -3.2047 0.0476 0.268
H -2.2873 -5.0008 -0.4191 0.335
H -1.3480 -3.8351 -1.0407 0.399
H -0.7522 -3.3479 4.4434 0.273
H 0.8624 -3.3976 3.8172 0.378
H 0.3760 -4.3937 5.2823 0.349
O 0.3219 -0.5420 -3.5063 -0.609
S 1.5881 -1.1430 -3.8563 1.090
O 1.7635 -2.5514 -3.5781 -0.593
O 1.7453 -1.0102 -5.5051 -0.286
C 0.9615 0.0088 -6.2385 -0.177
C 0.8428 -0.7913 -7.5683 -1.214
C 3.0962 -0.1392 -3.4226 -0.855
H 1.5350 0.8829 -6.5472 0.267
H -0.0350 0.2496 -5.8681 0.336
H 1.8165 -1.0000 -8.0115 0.297
H 0.2394 -0.1764 -8.2360 0.407
H 0.1954 -1.6612 -7.4575 0.328
H 2.9027 0.8309 -3.8803 0.276
H 3.9167 -0.6268 -3.9490 0.314
H 3.0530 -0.0476 -2.3373 0.415
C 1.5723 6.5627 3.1315 -0.773
O 0.4211 5.8256 2.5726 -0.308
C 0.8354 4.4325 2.4897 -0.633
C -0.3736 3.5094 2.2687 -0.179
O -1.4052 4.0926 1.4080 -0.367
C -1.8599 3.1648 0.4203 -0.517
C -1.9966 1.6535 0.7526 -0.562
O -2.8173 1.5349 1.9195 -0.353
C -2.5822 0.2751 2.5410 -0.915
H 2.4395 6.3892 2.4944 0.306
H 1.7957 6.2496 4.1513 0.302
H 1.4857 7.6487 3.1671 0.274
H 1.4216 4.1538 3.3654 0.362
H 1.5271 4.4306 1.6473 0.272
H -0.8462 3.1607 3.1870 0.245
H 0.1324 2.6886 1.7606 0.246
H -1.1278 3.1726 -0.3872 0.343
H -2.7258 3.6116 -0.0684 0.362
H -1.0375 1.1394 0.8161 0.374
H -2.4926 1.0515 -0.0087 0.450
H -3.1706 -0.5674 2.1777 0.334
H -2.9374 0.3473 3.5690 0.328
H -1.5361 0.0323 2.7279 0.391